Below is 2 unconnected molecules or ions with the total composition C3H11N2O2S, with properties calculated with the ωB97M-V functional and the def2-TZVPD basis.

Relative energy (zero: lowest compared OMol25 entry of this formula, charge and spin), kcal/mol: 47.4
Total charge: +2
2S+1: 2
Highest occupied orbital energy (spin up / spin down), eV: -16.99 / -16.99
LUMO energy (spin up / spin down), eV: -8.18 / -13.46

Bonds (Å) are listed after each position.
Geometry (Å):
1 N 0.777 -0.176 1.206  C2 1.529, H8 1.017, H9 1.016, H10 1.014
2 C 0.217 0.326 -0.126  N1 1.529, C3 1.547, C5 1.551, H11 1.094
3 C 1.283 1.129 -0.907  C2 1.547, S4 1.809, H12 1.105, H13 1.098
4 S 2.766 0.160 -1.276  C3 1.809, H14 1.367
5 C -1.062 1.113 0.262  C2 1.551, N6 1.331, O7 1.200
6 N -1.820 1.561 -0.736  C5 1.331, H15 1.023, H16 1.008
7 O -1.274 1.212 1.440  C5 1.200
8 H 1.058 0.674 1.687  N1 1.017
9 H 0.084 -0.789 1.625  N1 1.016
10 H 1.517 -0.841 1.010  N1 1.014
11 H -0.105 -0.564 -0.675  C2 1.094
12 H 0.977 1.469 -1.912  C3 1.105
13 H 1.537 2.094 -0.449  C3 1.098
14 H 3.583 0.982 -2.001  S4 1.367
15 H -2.614 2.162 -0.500  N6 1.023
16 H -1.697 1.380 -1.720  N6 1.008
17 H -1.767 -4.753 1.156  O19 0.962
18 H -2.075 -3.244 0.968  O19 0.949
19 O -1.386 -3.895 0.948  H17 0.962, H18 0.949

---

Below is C16H18INO3S in the gas phase, with properties calculated with the ωB97M-V functional and the def2-TZVPD basis.

Highest occupied orbital energy, eV: -8.56
Structure (SMILES): COc1ccccc1O[C@H](c1ccc(I)s1)[C@@H]1CNCCO1
LUMO energy, eV: -0.43

Bonds (Å) are listed after each position.
Geometry (Å):
1 C 3.175 -0.940 1.540  O2 1.399, H23 1.015, H24 1.092, H25 1.111
2 O 2.565 -0.654 0.314  C1 1.399, C3 1.330
3 C 1.855 -1.584 -0.318  O2 1.330, C4 1.410, C8 1.339
4 C 2.676 -2.324 -1.195  C3 1.410, C5 1.412, H26 1.112
5 C 2.121 -3.244 -2.112  C4 1.412, C6 1.360, H27 1.092
6 C 0.801 -3.566 -2.183  C5 1.360, C7 1.454, H28 1.019
7 C 0.053 -2.815 -1.187  C6 1.454, C8 1.400, H29 1.123
8 C 0.535 -1.806 -0.344  C3 1.339, C7 1.400, O9 1.400
9 O -0.358 -1.075 0.448  C8 1.400, C10 1.470
10 C -0.242 0.390 0.470  O9 1.470, C11 1.495, C17 1.532, H30 1.073
11 C -0.119 0.863 1.882  C10 1.495, C12 1.415, S16 1.752
12 C 0.846 1.712 2.477  C11 1.415, C13 1.468, H31 1.117
13 C 0.700 1.694 3.938  C12 1.468, C14 1.381, H32 1.075
14 C -0.488 1.147 4.382  C13 1.381, I15 2.314, S16 1.754
15 I -1.031 0.727 6.592  C14 2.314
16 S -1.400 0.512 3.025  C11 1.752, C14 1.754
17 C -1.443 1.026 -0.237  C10 1.532, C18 1.612, O22 1.483, H33 1.092
18 C -1.688 0.360 -1.685  C17 1.612, N19 1.473, H34 1.101, H35 1.060
19 N -2.638 1.073 -2.557  C18 1.473, C20 1.382, H36 1.084
20 C -2.564 2.446 -2.410  N19 1.382, C21 1.493, H37 1.084, H38 1.098
21 C -2.731 2.828 -0.977  C20 1.493, O22 1.402, H39 1.106, H40 1.093
22 O -1.574 2.503 -0.255  C17 1.483, C21 1.402
23 H 3.194 -0.180 2.212  C1 1.015
24 H 4.196 -1.211 1.266  C1 1.092
25 H 2.730 -1.779 2.119  C1 1.111
26 H 3.784 -2.248 -1.255  C4 1.112
27 H 2.807 -3.853 -2.705  C5 1.092
28 H 0.566 -4.440 -2.652  C6 1.019
29 H -1.017 -3.106 -1.010  C7 1.123
30 H 0.656 0.782 0.032  C10 1.073
31 H 1.781 2.025 1.953  C12 1.117
32 H 1.399 1.992 4.700  C13 1.075
33 H -2.256 0.590 0.347  C17 1.092
34 H -0.754 0.280 -2.261  C18 1.101
35 H -1.948 -0.665 -1.609  C18 1.060
36 H -2.600 0.786 -3.602  N19 1.084
37 H -1.675 2.807 -2.915  C20 1.084
38 H -3.473 2.845 -2.880  C20 1.098
39 H -3.584 2.218 -0.628  C21 1.106
40 H -2.855 3.884 -0.721  C21 1.093

---

Below is 2 unconnected molecules or ions with the total composition CHO5S, with properties calculated with the ωB97M-V functional and the def2-TZVPD basis.

Relative energy (zero: lowest compared OMol25 entry of this formula, charge and spin), kcal/mol: 177.9
Total charge: -1
Highest occupied orbital energy (spin up / spin down), eV: -3.20 / -5.71
LUMO energy (spin up / spin down), eV: 2.55 / 3.73

Bonds (Å) are listed after each position.
Geometry (Å):
1 C 0.244 0.760 -0.359  O5 1.384, O6 1.395, H8 1.107
2 O -3.850 1.516 0.107  S7 1.460
3 O -3.367 -0.449 -1.319  S7 1.462
4 O -3.302 -0.657 1.153  S7 1.457
5 O 1.303 1.610 -0.629  C1 1.384, O6 1.423
6 O 0.810 1.473 0.699  C1 1.395, O5 1.423
7 S -3.220 0.205 -0.020  O2 1.460, O3 1.462, O4 1.457
8 H 0.527 -0.309 -0.358  C1 1.107

---

Below is CH2FNOS in the gas phase, with properties calculated with the ωB97M-V functional and the def2-TZVPD basis.

Relative energy (zero: lowest compared OMol25 entry of this formula, charge and spin), kcal/mol: 71.0
2S+1: 3
Highest occupied orbital energy (spin up / spin down), eV: -7.53 / -10.74
LUMO energy (spin up / spin down), eV: 0.60 / -2.87

Bonds (Å) are listed after each position.
Geometry (Å):
1 C 0.349 -0.187 -0.352  N2 1.787, S5 1.646, H6 1.064
2 N -1.204 0.541 0.150  C1 1.787, F4 1.354, H7 0.963
3 O 2.774 0.021 0.398  S5 1.420
4 F -1.749 -0.412 0.943  N2 1.354
5 S 1.464 0.517 0.634  C1 1.646, O3 1.420
6 H 0.084 -0.872 -1.122  C1 1.064
7 H -1.718 0.392 -0.650  N2 0.963

---

Below is 2 unconnected molecules or ions with the total composition C4H9NO4, with properties calculated with the ωB97M-V functional and the def2-TZVPD basis.

Relative energy (zero: lowest compared OMol25 entry of this formula, charge and spin), kcal/mol: 151.7
Highest occupied orbital energy, eV: -9.16
Structure (SMILES): NOC(O)(O)CO.C#C
LUMO energy, eV: 0.73

Bonds (Å) are listed after each position.
Geometry (Å):
1 N 0.479 -0.949 1.770  O2 1.423, H8 1.021, H9 1.017
2 O 0.624 0.059 0.775  N1 1.423, C3 1.588
3 C -0.136 -0.229 -0.589  O2 1.588, O4 1.379, O5 1.332, C6 1.530
4 O -1.438 -0.508 -0.228  C3 1.379, H10 0.968
5 O 0.055 0.873 -1.314  C3 1.332, H11 1.077
6 C 0.523 -1.455 -1.224  C3 1.530, O7 1.407, H12 1.090, H13 1.097
7 O 0.178 -1.558 -2.584  C6 1.407, H14 0.967
8 H -0.468 -1.316 1.673  N1 1.021
9 H 1.143 -1.680 1.524  N1 1.017
10 H -1.887 0.327 -0.035  O4 0.968
11 H -0.159 1.710 -0.671  O5 1.077
12 H 0.173 -2.364 -0.736  C6 1.090
13 H 1.606 -1.351 -1.081  C6 1.097
14 H 0.301 -0.685 -2.980  O7 0.967
15 C 0.019 1.724 1.573  C16 1.253, H17 1.071
16 C -0.440 2.535 0.735  C15 1.253, H18 1.074
17 H 0.356 1.385 2.531  C15 1.071
18 H -0.929 3.483 0.860  C16 1.074

---

Below is 4 unconnected molecules or ions with the total composition C7H20O4, with properties calculated with the ωB97M-V functional and the def2-TZVPD basis.

Relative energy (zero: lowest compared OMol25 entry of this formula, charge and spin), kcal/mol: 51.1
Highest occupied orbital energy, eV: -9.67
Structure (SMILES): C=CCCCCCO.O.O.O
LUMO energy, eV: 0.40

Bonds (Å) are listed after each position.
Geometry (Å):
1 C -0.424 2.584 1.941  C2 1.340, H9 1.093, H10 1.057
2 C 0.657 2.764 1.169  C1 1.340, C3 1.493, H11 1.060
3 C 1.648 1.812 0.587  C2 1.493, C4 1.503, H12 1.133, H13 1.129
4 C 1.896 0.515 1.306  C3 1.503, C5 1.574, H14 1.146, H15 1.133
5 C 0.719 -0.526 1.390  C4 1.574, C6 1.581, H16 1.090, H17 1.097
6 C 0.463 -1.452 0.134  C5 1.581, C7 1.555, H18 1.171, H19 1.101
7 C 1.158 -2.837 0.265  C6 1.555, O8 1.457, H20 1.089, H21 1.089
8 O 0.090 -3.747 0.659  C7 1.457, H22 0.965
9 H -1.101 3.408 2.182  C1 1.093
10 H -0.885 1.724 2.347  C1 1.057
11 H 0.665 3.729 0.730  C2 1.060
12 H 2.545 2.446 0.309  C3 1.133
13 H 1.121 1.579 -0.383  C3 1.129
14 H 2.834 -0.067 0.997  C4 1.146
15 H 1.881 0.704 2.424  C4 1.133
16 H -0.150 0.112 1.550  C5 1.090
17 H 0.985 -1.160 2.245  C5 1.097
18 H -0.642 -1.813 0.270  C6 1.171
19 H 0.547 -1.003 -0.868  C6 1.101
20 H 1.788 -2.922 1.149  C7 1.089
21 H 1.610 -3.191 -0.659  C7 1.089
22 H -0.203 -4.159 -0.164  O8 0.965
23 O -0.899 0.141 -3.794  H24 0.969, H25 0.960
24 H -1.327 0.600 -3.056  O23 0.969
25 H -0.073 0.614 -3.922  O23 0.960
26 O -2.100 -1.670 -1.968  H27 0.977, H28 0.960
27 H -2.126 -1.205 -2.827  O26 0.977
28 H -1.396 -2.311 -2.085  O26 0.960
29 O -3.185 1.859 -1.056  H30 0.969, H31 0.975
30 H -3.111 2.444 -0.287  O29 0.969
31 H -2.984 1.029 -0.586  O29 0.975